[1]
Molecular formula: C2H2NO3
Method: DFT, ωB97M-V/def2-TZVPD

Geometry as XYZ:
```
8
Properties=species:S:1:pos:R:3:forces:R:3
O 2.71426 -0.35531 -1.07976 -0.463 0.484 2.050
C 2.44356 0.05502 0.10175 1.203 -0.143 -1.667
O 3.07350 -0.08491 1.17372 -0.935 0.117 -0.663
C 1.21562 1.00787 0.09593 -1.179 4.068 0.945
N 0.12970 0.93298 -0.81376 0.526 -2.038 -1.320
O -0.08889 0.64732 0.59792 0.752 0.830 -0.056
H 1.33139 2.32205 0.31146 0.608 -3.960 -0.092
H -0.14894 1.85291 -1.12035 -0.511 0.642 0.802
```
Positions in Å, forces in eV/Å.

Frontier orbital gap: 8.617 eV
Relative energy (zero: lowest compared OMol25 entry of this formula, charge and spin): 107.8 kcal/mol
SMILES: O=C([O-])[C@H]1NO1
Net charge: -1
Total energy: -9736.9761 eV
Maximum force: 4.340 eV Å⁻¹

=====

[2]
Molecular formula: C2H2NO3
Method: DFT, ωB97M-V/def2-TZVPD

Geometry as XYZ:
```
8
Properties=species:S:1:pos:R:3:forces:R:3
O 1.33997 1.78554 -0.80492 0.214 0.454 -0.073
C 1.16066 0.61680 -0.46711 -0.294 -0.841 -0.125
N 0.31333 0.14194 0.44780 -0.460 -0.110 0.155
C -1.22899 -0.99006 0.34139 0.564 0.368 -0.070
O -1.27438 -1.62578 1.34401 0.061 -0.360 0.261
O -1.78439 -0.64236 -0.65199 -0.346 -0.164 -0.493
H 1.76319 -0.18868 -0.95405 -0.073 0.149 0.116
H -0.28938 0.90261 0.74487 0.333 0.504 0.229
```
Positions in Å, forces in eV/Å.

Frontier orbital gap: 8.683 eV
Relative energy (zero: lowest compared OMol25 entry of this formula, charge and spin): 23.3 kcal/mol
Net charge: -1
Total energy: -9740.6433 eV
Maximum force: 0.899 eV Å⁻¹

=====

[3]
Molecular formula: C2H2NO3S2
Method: DFT, ωB97M-V/def2-TZVPD

Geometry as XYZ:
```
10
Properties=species:S:1:pos:R:3:forces:R:3
C -0.66388 -1.14865 -0.09318 -0.866 -0.042 0.350
C -1.22568 0.24638 -0.20200 5.451 1.179 3.971
N 0.61885 -1.39594 -0.08607 1.966 -0.103 -0.408
O -1.49107 -2.03202 0.10753 -1.047 -0.433 -0.096
O 0.87130 2.42545 0.66369 0.075 -0.201 0.119
O 2.76206 -0.26380 0.72325 -1.344 -0.119 -1.643
S 0.64815 1.57604 -0.53831 -2.443 -1.225 -0.005
S 1.82209 -0.42006 -0.45582 0.867 0.213 1.911
H -1.84662 0.43294 -0.95503 -2.609 0.800 -2.937
H -1.49519 0.57965 0.83594 -0.051 -0.069 -1.261
```
Positions in Å, forces in eV/Å.

Frontier orbital gap: 7.659 eV
Relative energy (zero: lowest compared OMol25 entry of this formula, charge and spin): 60.4 kcal/mol
Net charge: -1
Total energy: -31408.5439 eV
Maximum force: 6.846 eV Å⁻¹